Record 1
{
  "formula": "C4H9N3",
  "method": "ωB97M-V with the def2-TZVPD basis set",
  "elements": ["C", "C", "C", "N", "C", "N", "N", "H", "H", "H", "H", "H", "H", "H", "H", "H"],
  "coordinates": [[1.418, 0.752, -0.125], [-1.862, -0.258, -1.376], [0.664, 0.039, 0.935], [1.129, -0.478, 2.094], [0.484, 0.342, -1.240], [-0.826, 0.510, -0.703], [-0.679, 0.012, 0.682], [0.724, -1.313, 2.490], [2.068, -0.260, 2.383], [-1.286, 0.408, 1.409], [2.435, 0.382, -0.251], [1.454, 1.842, 0.053], [0.665, -0.650, -1.672], [-1.623, -1.331, -1.421], [-2.819, -0.126, -0.869], [-1.948, 0.131, -2.390]],
  "forces_ev_per_angstrom": [[-0.1, 0.0, 0.0], [0.1, 0.0, 0.1], [-0.3, 0.1, -0.1], [-0.1, 0.0, -0.1], [0.0, -0.1, 0.1], [0.0, 0.1, 0.2], [0.3, 0.1, -0.1], [0.0, 0.1, -0.1], [0.0, 0.0, -0.1], [0.1, -0.1, -0.1], [0.0, 0.0, 0.0], [-0.1, -0.1, 0.0], [0.0, 0.0, 0.1], [0.0, 0.1, 0.0], [0.0, 0.0, 0.0], [0.0, 0.0, 0.1]],
  "de_lowest_kj_mol": 407.2,
  "charge": 0,
  "orbital_gap_ha": [0.2440, 0.2440],
  "energy_ha": -321.935270,
  "e_lumo_ev": [0.7, 0.7]
}

Record 2
{
  "formula": "C3H5N3",
  "method": "ωB97M-V with the def2-TZVPD basis set",
  "elements": ["C", "N", "C", "N", "C", "N", "H", "H", "H", "H", "H"],
  "coordinates": [[1.602, -0.502, 0.143], [0.465, 0.334, 0.457], [-0.751, 0.273, -0.036], [-1.267, 1.488, 0.060], [-1.441, -0.880, -0.579], [-2.042, -1.774, -0.998], [1.300, -1.524, -0.117], [2.173, -0.084, -0.695], [2.262, -0.547, 1.014], [-0.036, 1.589, 0.599], [-2.267, 1.627, 0.153]],
  "forces_ev_per_angstrom": [[0.1, -0.1, 0.0], [-0.1, 0.0, -0.1], [0.2, 0.1, 0.1], [-0.2, 0.0, 0.0], [-0.5, -0.8, -0.4], [0.7, 0.9, 0.4], [0.0, 0.1, 0.0], [-0.1, -0.1, 0.1], [-0.1, 0.0, -0.1], [0.0, 0.0, 0.0], [0.1, 0.0, 0.0]],
  "de_lowest_kj_mol": 278.6,
  "charge": 0,
  "orbital_gap_ha": 0.3539,
  "energy_ha": -281.483952,
  "e_lumo_ev": 0.3
}

Record 3
{
  "formula": "C2H4ClFIN2O3PS",
  "method": "ωB97M-V with the def2-TZVPD basis set",
  "elements": ["O", "S", "O", "F", "N", "I", "P", "O", "Cl", "H", "C", "C", "N", "H", "H", "H"],
  "coordinates": [[1.103, 1.033, -2.991], [-0.049, 0.264, -2.651], [-1.125, 0.945, -2.028], [-0.536, -0.390, -3.968], [0.356, -1.120, -1.808], [-0.431, -1.078, 0.122], [2.128, -1.398, -1.972], [2.033, -3.014, -2.089], [2.877, -1.129, -0.077], [2.617, -3.297, -2.798], [-1.745, 1.942, 3.423], [-0.997, 0.704, 3.284], [-0.404, -0.273, 3.177], [-1.483, 2.639, 2.628], [-2.816, 1.754, 3.371], [-1.529, 2.418, 4.378]],
  "forces_ev_per_angstrom": [[-0.1, -0.5, -0.2], [0.7, 1.0, 0.9], [-0.4, -0.6, -0.4], [-0.3, -0.1, -0.1], [0.7, 0.9, 0.5], [-0.2, -0.3, 0.0], [-0.2, -0.1, -0.7], [-0.1, 0.0, 0.4], [-0.1, -0.1, -0.2], [0.1, -0.2, -0.1], [-0.2, 0.3, 0.0], [0.0, 0.0, 0.0], [-0.1, -0.1, -0.1], [0.1, -0.1, 0.0], [0.0, -0.1, 0.0], [0.1, -0.1, 0.0]],
  "charge": 0,
  "orbital_gap_ha": 0.3248,
  "energy_ha": -2011.145763,
  "e_lumo_ev": -0.8
}

Record 4
{
  "formula": "C23H21N6O2S2Sn",
  "method": "ωB97M-V with the def2-TZVPD basis set",
  "elements": ["Sn", "C", "C", "N", "N", "C", "N", "S", "C", "C", "C", "C", "C", "N", "H", "H", "H", "H", "H", "H", "H", "H", "H", "H", "O", "S", "O", "N", "C", "C", "C", "C", "C", "C", "C", "C", "N", "C", "C", "C", "C", "C", "C", "C", "H", "H", "H", "H", "H", "H", "H", "H", "H", "H", "H"],
  "coordinates": [[-0.879, 1.337, 0.068], [2.883, 1.247, -2.956], [1.890, 1.281, -1.836], [0.665, 1.618, -1.912], [0.188, 2.033, -3.125], [-1.034, 2.570, -3.228], [-1.451, 2.936, -4.423], [-2.041, 2.802, -1.879], [2.352, 0.921, -0.467], [3.687, 0.774, -0.162], [4.056, 0.461, 1.142], [3.074, 0.302, 2.100], [1.754, 0.470, 1.719], [1.404, 0.777, 0.465], [2.459, 1.402, -3.944], [3.386, 0.279, -2.968], [3.645, 2.016, -2.809], [0.778, 1.992, -3.933], [-0.862, 2.922, -5.244], [-2.357, 3.369, -4.519], [4.448, 0.909, -0.922], [5.102, 0.345, 1.399], [3.317, 0.054, 3.124], [0.954, 0.360, 2.429], [-2.514, -2.632, -0.441], [-1.618, -1.535, -0.594], [-2.156, -0.262, -1.109], [-1.081, -0.876, 0.892], [-1.748, -1.142, 2.013], [-2.303, -2.437, 2.377], [-3.147, -2.572, 3.439], [-3.447, -1.466, 4.250], [-2.903, -0.183, 3.994], [-3.210, 0.933, 4.794], [-2.599, 2.140, 4.538], [-1.786, 2.239, 3.416], [-1.499, 1.190, 2.626], [-2.007, -0.003, 2.927], [-0.165, -1.927, -1.479], [0.983, -2.365, -0.824], [2.098, -2.660, -1.590], [2.053, -2.514, -2.973], [0.889, -2.084, -3.612], [-0.242, -1.790, -2.870], [-1.962, -3.318, 1.850], [-3.540, -3.549, 3.692], [-4.056, -1.605, 5.140], [-3.951, 0.841, 5.582], [-2.773, 3.005, 5.164], [-1.348, 3.190, 3.138], [1.002, -2.494, 0.255], [2.995, -3.039, -1.109], [2.930, -2.756, -3.563], [0.851, -2.015, -4.693], [-1.169, -1.491, -3.350]],
  "forces_ev_per_angstrom": [[0.4, -0.6, 0.2], [0.0, 0.1, 0.1], [0.7, -0.2, 0.1], [-0.2, 0.0, -0.3], [-0.3, -0.1, 0.3], [0.0, -0.1, -0.1], [-0.1, 0.1, 0.1], [-0.5, 0.2, 0.4], [-0.1, 0.0, -0.3], [0.3, -0.1, -0.1], [0.1, 0.0, 0.0], [0.0, -0.1, 0.0], [0.1, 0.1, -0.2], [-0.6, 0.1, 0.5], [0.1, -0.1, 0.0], [0.0, 0.0, 0.0], [0.0, 0.0, 0.0], [0.3, -0.1, -0.3], [0.0, 0.0, 0.0], [-0.1, 0.0, -0.1], [-0.1, 0.0, 0.1], [0.0, 0.0, 0.0], [0.0, 0.0, 0.0], [-0.2, 0.0, 0.2], [0.3, 0.4, -0.1], [-0.3, -0.5, 1.2], [0.3, 0.3, -0.7], [0.1, 0.2, -0.5], [-0.6, -0.5, 0.7], [0.9, 0.8, -0.6], [-0.2, 0.4, 0.7], [-0.1, -0.6, 0.0], [0.2, 0.0, 0.1], [-0.1, 0.0, 0.1], [-0.2, -0.1, 0.0], [0.4, -0.3, -0.4], [0.1, 0.8, -0.2], [-0.3, -0.8, -0.4], [0.0, 0.2, -0.2], [-0.2, 0.0, 0.1], [0.2, -0.1, -0.1], [0.0, 0.0, 0.0], [0.1, -0.1, 0.0], [0.1, 0.0, 0.3], [-0.2, 0.1, -0.2], [0.0, 0.1, 0.0], [0.0, 0.0, -0.2], [0.2, 0.0, 0.0], [0.0, 0.0, -0.1], [0.0, 0.0, 0.0], [0.0, 0.0, -0.1], [-0.1, 0.1, -0.1], [-0.1, 0.0, 0.0], [0.0, 0.0, 0.1], [0.1, 0.0, 0.0]],
  "charge": 3,
  "orbital_gap_ha": [0.2024, 0.2332],
  "energy_ha": -2377.767070,
  "e_lumo_ev": [-11.6, -11.0]
}

Record 5
{
  "formula": "C27H27I2N6NaO3S",
  "method": "ωB97M-V with the def2-TZVPD basis set",
  "elements": ["Na", "C", "C", "N", "C", "S", "N", "N", "C", "C", "C", "C", "C", "C", "C", "N", "H", "H", "H", "H", "H", "H", "H", "H", "H", "H", "H", "H", "H", "I", "C", "C", "C", "I", "C", "C", "C", "C", "N", "C", "C", "O", "H", "H", "H", "H", "C", "O", "C", "O", "H", "H", "H", "C", "C", "C", "C", "N", "C", "C", "H", "H", "H", "H", "H", "H", "H"],
  "coordinates": [[-0.090, 0.504, -0.027], [2.314, -5.222, -1.694], [3.057, -4.064, -1.043], [2.438, -3.641, 0.203], [1.630, -2.481, 0.269], [0.690, -2.109, -1.139], [1.736, -1.901, 1.427], [0.886, -0.824, 1.689], [1.121, -0.251, 2.829], [2.311, -0.637, 3.683], [0.266, 0.795, 3.374], [0.425, 1.351, 4.632], [-0.611, 2.029, 5.287], [-1.908, 1.786, 4.770], [-2.062, 1.291, 3.518], [-0.896, 1.313, 2.673], [2.801, -5.530, -2.626], [1.294, -4.916, -1.920], [2.277, -6.082, -1.022], [3.106, -3.225, -1.743], [4.084, -4.376, -0.816], [3.071, -3.627, 0.990], [3.052, -1.150, 3.080], [2.015, -1.310, 4.492], [2.752, 0.251, 4.133], [1.339, 1.165, 5.184], [-0.468, 2.425, 6.283], [-2.783, 1.855, 5.414], [-2.966, 0.840, 3.137], [-3.042, 3.325, -3.507], [-3.539, 1.481, -2.696], [-4.691, 0.829, -3.150], [-5.074, -0.399, -2.677], [-6.794, -1.281, -3.444], [-4.291, -1.041, -1.670], [-4.576, -2.300, -1.098], [-3.753, -2.809, -0.130], [-2.646, -2.049, 0.291], [-2.364, -0.878, -0.216], [-3.142, -0.379, -1.198], [-2.669, 0.914, -1.745], [-1.604, 1.411, -1.327], [-5.292, 1.320, -3.906], [-5.443, -2.855, -1.438], [-3.939, -3.779, 0.313], [-1.970, -2.419, 1.054], [-3.002, 2.559, 1.142], [-1.696, 3.082, 1.351], [-0.663, 2.327, 1.788], [0.438, 2.531, 1.304], [-3.631, 2.745, 2.014], [-2.968, 1.492, 0.924], [-3.383, 3.079, 0.263], [4.979, 2.770, -3.812], [3.863, 2.241, -2.958], [2.759, 1.610, -3.512], [1.761, 1.125, -2.676], [1.802, 1.240, -1.357], [2.849, 1.857, -0.821], [3.898, 2.362, -1.573], [4.763, 2.638, -4.872], [5.916, 2.252, -3.593], [5.147, 3.834, -3.631], [2.665, 1.489, -4.584], [0.894, 0.612, -3.075], [2.831, 1.956, 0.259], [4.727, 2.851, -1.075]],
  "forces_ev_per_angstrom": [[0.1, -0.5, 0.0], [0.0, -0.1, -0.1], [0.0, 0.0, 0.1], [0.1, 0.0, 0.0], [0.0, -0.1, -0.2], [0.1, 0.0, 0.2], [-0.2, 0.2, -0.1], [0.1, -0.1, 0.2], [-0.2, 0.2, 0.1], [0.1, 0.0, 0.0], [0.1, -0.2, 0.0], [0.0, 0.1, 0.1], [0.2, -0.1, -0.1], [-0.2, 0.0, 0.0], [0.1, 0.0, 0.0], [-0.1, -0.1, 0.0], [0.0, 0.0, 0.0], [0.0, 0.1, 0.0], [0.0, 0.0, 0.0], [0.0, 0.0, 0.0], [0.0, 0.0, 0.0], [0.0, 0.0, 0.0], [0.0, 0.0, 0.0], [0.0, 0.0, 0.0], [0.0, 0.0, 0.0], [0.0, 0.0, 0.0], [0.0, 0.0, 0.0], [0.0, 0.0, 0.0], [0.0, 0.0, 0.0], [0.1, 0.2, 0.0], [-0.3, -0.3, -0.1], [-0.1, 0.1, -0.1], [0.4, 0.1, 0.2], [-0.2, -0.1, -0.1], [-0.3, -0.2, -0.1], [0.1, 0.0, 0.0], [0.0, 0.1, 0.0], [-0.1, -0.1, 0.1], [-0.1, 0.1, 0.0], [0.2, 0.2, 0.1], [0.0, -0.2, 0.4], [-0.2, 0.4, -0.5], [0.0, 0.0, 0.0], [0.0, 0.0, 0.0], [0.0, 0.0, 0.0], [0.0, 0.0, 0.0], [0.0, -0.1, 0.0], [0.0, 0.2, 0.2], [0.2, -0.2, -0.1], [0.1, 0.2, 0.1], [0.0, 0.0, -0.1], [0.0, 0.0, 0.0], [0.0, 0.0, 0.0], [0.1, 0.0, -0.1], [-0.1, 0.0, 0.0], [0.0, 0.0, 0.0], [0.0, -0.1, -0.1], [0.0, 0.2, 0.0], [0.0, 0.0, 0.1], [0.0, 0.0, 0.0], [0.0, 0.0, 0.0], [0.0, 0.0, 0.0], [0.0, 0.0, 0.0], [0.0, 0.0, 0.0], [0.0, 0.0, 0.0], [0.0, 0.0, 0.0], [0.0, 0.0, 0.0]],
  "de_lowest_kj_mol": 0.0,
  "charge": -2,
  "orbital_gap_ha": 0.1427,
  "energy_ha": -2755.287309,
  "e_lumo_ev": 3.5
}

Record 6
{
  "formula": "C23H26BCoNO2Se2",
  "method": "ωB97M-V with the def2-TZVPD basis set",
  "elements": ["Co", "C", "Se", "C", "C", "Se", "C", "H", "H", "H", "H", "H", "H", "H", "H", "H", "H", "C", "C", "C", "C", "C", "C", "C", "C", "O", "B", "O", "C", "C", "H", "H", "H", "H", "H", "H", "H", "H", "H", "H", "H", "H", "N", "C", "C", "C", "C", "C", "C", "C", "C", "C", "H", "H", "H", "H"],
  "coordinates": [[0.496, -0.329, 0.377], [-2.590, -1.979, -0.164], [-1.903, -0.159, -0.089], [-2.525, 0.300, 1.717], [-1.930, -0.554, 2.819], [0.027, -0.657, 2.826], [0.416, 1.188, 3.317], [-3.670, -1.966, -0.046], [-2.115, -2.595, 0.595], [-2.326, -2.363, -1.147], [-3.613, 0.213, 1.717], [-2.283, 1.355, 1.842], [-2.261, -1.589, 2.726], [-2.259, -0.197, 3.796], [-0.016, 1.416, 4.288], [0.057, 1.882, 2.560], [1.500, 1.260, 3.360], [1.093, -8.924, -0.768], [2.207, -7.973, -0.307], [3.517, -8.342, -1.017], [2.410, -8.170, 1.196], [1.823, -6.534, -0.656], [1.611, -6.192, -1.995], [1.263, -4.909, -2.402], [1.130, -3.957, -1.415], [0.801, -2.630, -1.516], [0.828, -2.123, -0.208], [1.140, -3.160, 0.686], [1.335, -4.279, -0.082], [1.680, -5.550, 0.324], [1.350, -9.956, -0.518], [0.938, -8.869, -1.846], [0.149, -8.677, -0.279], [3.807, -9.365, -0.767], [4.322, -7.671, -0.711], [3.419, -8.278, -2.101], [2.685, -9.208, 1.392], [1.498, -7.957, 1.756], [3.210, -7.535, 1.579], [1.724, -6.953, -2.757], [1.109, -4.665, -3.444], [1.834, -5.754, 1.374], [9.450, 3.877, -0.288], [8.418, 3.377, -0.207], [7.135, 2.755, -0.105], [7.017, 1.485, 0.460], [5.776, 0.890, 0.563], [4.628, 1.545, 0.101], [4.760, 2.818, -0.470], [5.999, 3.418, -0.571], [3.351, 0.923, 0.212], [2.248, 0.412, 0.289], [7.901, 0.975, 0.817], [5.677, -0.094, 1.001], [3.876, 3.324, -0.833], [6.098, 4.401, -1.011]],
  "forces_ev_per_angstrom": [[-0.4, 0.8, 0.0], [0.0, 0.0, 0.0], [0.1, -0.3, 0.1], [0.0, 0.0, -0.1], [0.1, 0.0, 0.0], [-0.1, 0.0, 0.0], [0.0, 0.0, 0.0], [0.0, 0.0, 0.0], [0.0, 0.0, 0.0], [0.0, 0.0, 0.0], [0.0, 0.0, 0.0], [0.0, 0.0, 0.0], [0.0, 0.0, 0.0], [0.0, 0.0, 0.0], [0.0, 0.0, 0.0], [0.0, 0.0, 0.0], [0.0, 0.0, 0.0], [0.0, 0.0, 0.0], [0.0, 0.0, 0.0], [0.0, 0.0, 0.0], [0.0, 0.0, 0.0], [0.0, 0.0, 0.0], [0.0, -0.1, 0.0], [0.0, 0.1, 0.0], [0.1, -0.2, 0.2], [-0.1, 0.1, -0.1], [0.1, 0.2, 0.0], [0.0, 0.0, 0.1], [0.0, -0.1, -0.3], [0.0, 0.1, 0.0], [0.0, 0.0, 0.0], [0.0, 0.0, 0.0], [0.0, 0.0, 0.0], [0.0, 0.0, 0.0], [0.0, 0.0, 0.0], [0.0, 0.0, 0.0], [0.0, 0.0, 0.0], [0.0, 0.0, 0.0], [0.0, 0.0, 0.0], [0.0, 0.0, 0.0], [0.0, 0.0, 0.0], [0.0, 0.0, 0.0], [0.0, 0.0, 0.0], [0.3, 0.1, 0.0], [-0.3, -0.1, 0.0], [0.0, 0.1, 0.0], [0.0, 0.0, 0.0], [0.2, 0.1, 0.0], [0.0, -0.1, 0.0], [0.1, 0.0, 0.0], [-0.2, 0.1, 0.0], [0.1, -0.7, 0.0], [0.0, 0.0, 0.0], [0.0, 0.0, 0.0], [0.0, 0.0, 0.0], [0.0, 0.0, 0.0]],
  "de_lowest_kj_mol": 10.6,
  "s_squared": 0.8370,
  "charge": 0,
  "multiplicity": 2,
  "orbital_gap_ha": [0.2739, 0.2919],
  "energy_ha": -7307.716423,
  "e_lumo_ev": [-0.4, -0.1]
}